(w)
Below is a structure of composition C5H8S2, with properties calculated with ωB97M-V/def2-TZVPD.

Gap between HOMO and LUMO ... 8.16 eV
E_HOMO ... -8.58 eV

```
! RIJCOSX wB97M-V def2-TZVPD def2/J DEFGRID3
* xyz 0 1
C -1.15 -0.17 0.54
C -0.76 1.22 -0.06
C 0.53 0.93 -0.81
C 1.20 -0.37 -0.24
C 0.15 -0.81 0.76
H -0.50 -2.38 -0.71
H -1.78 0.21 1.33
H -0.26 1.80 0.82
H -1.40 1.99 -0.74
H 0.62 0.39 -1.99
H 1.27 1.83 -0.59
H 1.00 -0.50 1.60
H 0.25 -1.94 0.96
S -1.97 -1.30 -0.59
S 2.80 -0.91 -0.27
*
```

---

(x)
Below is a cluster of 2 separate species, C5H8S2 in total, with properties calculated with ωB97M-V/def2-TZVPD.

Gap between HOMO and LUMO (spin up / spin down) ... 7.88 / 7.45 eV
E_HOMO (spin up / spin down) ... -7.91 / -8.14 eV

```
! RIJCOSX wB97M-V def2-TZVPD def2/J DEFGRID3
* xyz 0 1
C 0.06 -0.36 -0.96
C -0.92 0.00 -0.20
C 2.78 0.07 -0.23
C -2.34 0.10 -0.74
C -0.77 0.34 1.25
S 3.43 1.52 -0.34
S 3.23 -1.45 0.28
H 0.26 -0.64 -1.97
H -2.96 -0.67 -0.31
H -2.75 1.07 -0.45
H -2.36 0.01 -1.82
H 0.19 -0.02 1.62
H -1.57 -0.10 1.84
H -0.81 1.42 1.39
H 4.52 -1.28 0.66
*
```

---

(y)
Below is the molecule C5H8S2, with properties calculated with ωB97M-V/def2-TZVPD.

SMILES string ... C=C(C)C(=S)CS
Gap between HOMO and LUMO ... 7.96 eV
E_HOMO ... -8.52 eV

```
! RIJCOSX wB97M-V def2-TZVPD def2/J DEFGRID3
* xyz 0 1
C 1.20 -0.37 1.98
C -0.06 0.40 1.46
C -0.38 1.51 2.02
C -0.57 -0.01 0.16
C 0.26 -0.97 -0.78
H 2.20 -0.20 1.28
H 0.87 -1.54 1.66
H 1.24 -0.09 3.12
H 0.03 1.65 3.03
H -1.22 2.18 1.94
H -0.45 -1.45 -1.50
H 0.51 -1.74 -0.21
H 0.62 0.24 -2.50
S -1.99 0.19 -0.46
S 1.58 -0.34 -1.78
*
```

---

Which of them is most stable, and which least? Most stable: (y); least stable: (w).

---

(w)
Below is the molecule C2H5N3O2S, with properties calculated with ωB97M-V/def2-TZVPD.

SMILES string ... N/N=C(\NS)OC=O
Gap between HOMO and LUMO ... 9.65 eV
E_HOMO ... -9.07 eV

```
! RIJCOSX wB97M-V def2-TZVPD def2/J DEFGRID3
* xyz 0 1
C 0.10 0.50 -0.39
C 0.22 -1.58 -1.57
H -1.97 1.25 1.01
H -1.92 2.69 0.53
H 0.69 1.04 1.47
H 1.33 -1.85 1.73
H 0.88 -2.23 -2.37
N -1.28 1.87 0.77
N -0.88 1.27 -0.47
N 0.77 0.23 0.76
O 0.60 -0.19 -1.53
O -0.61 -2.04 -0.84
S 2.07 -0.96 0.89
*
```

---

(x)
Below is the molecule C2H5N3O2S, with properties calculated with ωB97M-V/def2-TZVPD.

SMILES string ... [H]/N=C(\NS)ONC=O
Gap between HOMO and LUMO ... 10.54 eV
E_HOMO ... -9.93 eV

```
! RIJCOSX wB97M-V def2-TZVPD def2/J DEFGRID3
* xyz 0 1
C -0.48 -0.19 0.10
C 2.38 0.45 -0.34
H -3.70 -0.24 0.60
H -1.38 1.21 1.29
H -1.21 -1.05 -1.45
H 1.60 -1.37 0.05
H 3.29 0.00 -0.77
N -1.58 0.45 0.60
N -0.36 -0.98 -0.91
N 1.79 -0.48 0.50
O 0.56 -0.03 1.00
O 2.10 1.63 -0.45
S -3.01 0.58 -0.23
*
```

---

(y)
Below is the molecule C2H5N3O2S, with properties calculated with ωB97M-V/def2-TZVPD.

SMILES string ... C=NO/C(=N/S)NO
Gap between HOMO and LUMO ... 9.36 eV
E_HOMO ... -8.94 eV

```
! RIJCOSX wB97M-V def2-TZVPD def2/J DEFGRID3
* xyz 0 1
C 0.43 0.12 -0.13
C -2.88 -0.57 0.31
H 2.88 1.57 0.11
H 0.28 1.95 -0.62
H -3.41 0.44 0.57
H -3.55 -1.46 0.45
H 2.40 -2.60 -0.81
N 1.14 1.27 -0.49
N -1.74 -0.61 -0.20
N 0.81 -1.06 0.43
O 2.12 1.68 0.57
O -1.01 0.57 -0.20
S 2.53 -1.29 -0.01
*
```

---

Which of them is most stable, and which least? Most stable: (x); least stable: (y).

---

(w)
Below is a cluster of 2 separate species, CHCl3FOP in total, with properties calculated with ωB97M-V/def2-TZVPD.

Gap between HOMO and LUMO (spin up / spin down) ... 6.90 / 8.40 eV
E_HOMO (spin up / spin down) ... -10.02 / -10.20 eV

```
! RIJCOSX wB97M-V def2-TZVPD def2/J DEFGRID3
* xyz 0 1
C 1.48 0.39 0.34
O -1.16 -0.90 -1.73
F 2.49 0.39 1.32
P -1.08 -0.70 -0.29
Cl -2.46 -2.05 0.56
Cl 0.99 2.01 0.01
Cl -1.94 1.07 0.33
H 1.67 -0.21 -0.54
*
```

---

(x)
Below is a cluster of 2 separate species, CHCl3FOP in total, with properties calculated with ωB97M-V/def2-TZVPD.

Gap between HOMO and LUMO (spin up / spin down) ... 6.23 / 9.00 eV
E_HOMO (spin up / spin down) ... -9.21 / -10.04 eV

```
! RIJCOSX wB97M-V def2-TZVPD def2/J DEFGRID3
* xyz 0 1
C -0.14 -0.37 -1.65
O 0.30 1.52 1.17
F -0.17 -1.28 -2.55
P -0.39 0.25 1.33
Cl -1.34 0.59 3.09
Cl 1.41 -0.07 -1.18
Cl 0.99 -1.18 1.68
H -0.67 0.53 -1.89
*
```

---

Which of them is most stable, and which least? Most stable: (w); least stable: (x).

---

(w)
Below is a cluster of 2 separate species, C2H7N3O2 in total, with properties calculated with ωB97M-V/def2-TZVPD.

Gap between HOMO and LUMO (spin up / spin down) ... 7.99 / 7.51 eV
E_HOMO (spin up / spin down) ... -7.20 / -7.21 eV

```
! RIJCOSX wB97M-V def2-TZVPD def2/J DEFGRID3
* xyz 0 1
C 1.11 0.03 -0.26
C 0.36 1.05 0.37
N -0.71 1.69 -0.18
N -0.82 -1.15 0.65
N -1.13 -1.53 -0.52
O 0.91 -0.49 -1.34
O 2.17 -0.37 0.49
H 0.55 1.34 1.36
H -1.38 2.39 0.25
H -0.96 1.24 -1.10
H -0.06 -1.69 1.07
H -0.40 -1.87 -1.14
H -1.79 -0.77 -1.02
H 2.17 0.13 1.34
*
```

---

(x)
Below is a cluster of 2 separate species, C2H7N3O2 in total, with properties calculated with ωB97M-V/def2-TZVPD.

Gap between HOMO and LUMO (spin up / spin down) ... 8.21 / 7.92 eV
E_HOMO (spin up / spin down) ... -8.00 / -7.45 eV

```
! RIJCOSX wB97M-V def2-TZVPD def2/J DEFGRID3
* xyz 0 1
C 1.10 0.05 -0.17
C 0.26 1.08 0.36
N -0.64 1.70 -0.44
N -0.61 -1.14 0.84
N -1.12 -1.41 -0.42
O 1.04 -0.28 -1.34
O 2.12 -0.38 0.65
H 0.47 1.33 1.30
H -1.07 2.56 -0.27
H -1.11 1.16 -1.17
H 0.08 -1.84 0.95
H -0.46 -1.55 -1.16
H -1.99 -0.96 -0.67
H 1.93 -0.32 1.55
*
```

---

Which of them is most stable, and which least? Most stable: (x); least stable: (w).

---

(w)
Below is a cluster of 2 separate species, C2H7N3O2 in total, with properties calculated with ωB97M-V/def2-TZVPD.

SMILES string ... [H]/N=[N+](/N)[O-].C=CO
Gap between HOMO and LUMO ... 9.91 eV
E_HOMO ... -9.21 eV

```
! RIJCOSX wB97M-V def2-TZVPD def2/J DEFGRID3
* xyz 0 1
C -1.27 1.04 -0.63
C -1.78 0.18 0.27
N 1.80 0.80 1.00
N 1.25 -1.26 0.38
N 1.98 -0.12 0.15
O 2.70 -0.13 -0.79
O -2.48 -0.98 0.00
H -1.48 0.83 -1.79
H -0.70 2.03 -0.32
H 2.30 1.58 0.58
H -2.04 0.53 1.23
H 0.62 -1.33 1.17
H 1.31 -1.99 -0.32
H -2.21 -1.18 -0.93
*
```

---

(x)
Below is the molecule C2H7N3O2, with properties calculated with ωB97M-V/def2-TZVPD.

SMILES string ... C/N=[N+](\[O-])NOC
Gap between HOMO and LUMO ... 10.32 eV
E_HOMO ... -9.64 eV

```
! RIJCOSX wB97M-V def2-TZVPD def2/J DEFGRID3
* xyz 0 1
C 2.28 -0.50 -1.55
C -2.58 1.01 0.39
N 0.90 -0.80 -1.44
N -0.96 -0.66 -0.22
N 0.17 -0.03 -0.72
O 0.34 1.13 -0.34
O -2.35 -0.25 -0.34
H 2.90 -1.28 -1.12
H 2.42 0.47 -1.08
H 2.57 -0.39 -2.53
H -2.22 0.92 1.42
H -3.61 1.26 0.18
H -1.98 1.79 -0.09
H -0.93 -1.64 -0.38
*
```

---

Which of them is most stable, and which least? Most stable: (w); least stable: (x).

---

(w)
Below is a cluster of 2 separate species, C3H10N3 in total, with properties calculated with ωB97M-V/def2-TZVPD.

Gap between HOMO and LUMO ... 11.33 eV
E_HOMO ... -14.04 eV

```
! RIJCOSX wB97M-V def2-TZVPD def2/J DEFGRID3
* xyz 1 1
C -1.31 1.00 -0.67
C -2.52 0.50 -0.54
N -0.31 0.39 -1.53
H -0.97 1.89 -0.16
H -3.23 0.96 0.13
H -2.86 -0.38 -1.09
H 0.66 0.13 -0.90
H -0.69 -0.45 -1.96
H 0.00 1.02 -2.27
N 0.98 -0.74 2.12
C 1.86 -0.86 1.12
N 1.71 -0.29 -0.02
H 0.31 0.01 2.13
H 1.15 -1.23 2.98
H 2.72 -1.49 1.32
H 2.49 -0.44 -0.66
*
```

---

(x)
Below is a structure of composition C3H10N3, with properties calculated with ωB97M-V/def2-TZVPD.

Gap between HOMO and LUMO ... 9.55 eV
E_HOMO ... -13.21 eV

```
! RIJCOSX wB97M-V def2-TZVPD def2/J DEFGRID3
* xyz 1 1
C -1.04 0.05 -0.21
C -0.46 0.91 -1.21
C 2.15 0.08 0.76
N -0.28 -0.95 0.26
N -2.27 0.09 0.27
N 1.04 -1.23 -0.05
H -1.30 1.12 -1.99
H 0.49 0.62 -1.69
H -0.18 1.95 -0.84
H 1.36 0.31 1.38
H 2.94 -0.48 1.15
H 2.40 0.78 0.03
H -0.87 -1.65 0.83
H -2.86 0.74 -0.17
H -2.44 -0.20 1.21
H 1.31 -2.14 0.29
*
```

---

(y)
Below is a cluster of 2 separate species, C3H10N3 in total, with properties calculated with ωB97M-V/def2-TZVPD.

Gap between HOMO and LUMO ... 10.61 eV
E_HOMO ... -13.90 eV

```
! RIJCOSX wB97M-V def2-TZVPD def2/J DEFGRID3
* xyz 1 1
C -0.62 1.31 -0.80
C -1.05 1.18 0.66
C 0.12 0.47 0.17
N -0.70 -1.42 0.05
N 1.33 0.33 0.60
N 2.39 -0.31 -0.15
H -1.25 0.97 -1.63
H -0.05 2.07 -1.19
H -0.78 2.08 1.35
H -1.97 0.66 1.03
H -1.47 -1.60 -0.51
H -1.07 -1.71 1.01
H 1.42 0.13 1.65
H 3.30 0.10 -0.08
H 0.05 -1.90 -0.24
H 2.27 -0.39 -1.11
*
```

---

(z)
Below is the ion C3H10N3 with charge +1, with properties calculated with ωB97M-V/def2-TZVPD.

SMILES string ... NC[C@@H](N)C=[NH2+]
Gap between HOMO and LUMO ... 5.40 eV
E_HOMO ... -13.66 eV

```
! RIJCOSX wB97M-V def2-TZVPD def2/J DEFGRID3
* xyz 1 1
C -0.19 -0.60 -1.27
C 0.36 0.13 -0.13
N 1.62 -0.52 0.59
N -0.57 0.24 -2.40
H -0.96 -1.34 -1.13
H 0.69 1.17 -0.47
H 2.43 -0.30 0.00
H 1.34 -1.48 0.35
H -1.56 0.43 -2.48
H -0.23 -0.08 -3.31
C -0.66 0.28 1.03
N -0.12 0.89 2.26
H -1.05 -0.78 1.10
H -1.47 0.86 0.56
H -0.55 0.42 3.08
H 0.93 0.68 2.24
*
```

---

Which of them is most stable, and which least? Most stable: (w); least stable: (z).

---

(w)
Below is a cluster of 2 separate species, C3H10N3 in total, with properties calculated with ωB97M-V/def2-TZVPD.

Gap between HOMO and LUMO ... 9.46 eV
E_HOMO ... -14.65 eV

```
! RIJCOSX wB97M-V def2-TZVPD def2/J DEFGRID3
* xyz 1 1
C -1.82 2.37 0.49
C -1.17 0.02 0.86
C -0.83 1.53 0.68
N -1.33 -0.24 -0.47
N -0.38 -0.56 -1.19
N 2.03 -1.59 -0.53
H -1.72 3.42 0.40
H -2.81 2.01 0.44
H -0.30 -0.34 1.25
H -2.12 0.07 1.28
H 0.17 1.99 0.52
H 0.60 -0.66 -1.06
H -0.71 -0.59 -2.21
H 2.71 -1.82 -1.26
H 1.62 -2.44 -0.09
H 2.55 -1.10 0.17
*
```

---

(x)
Below is a cluster of 2 separate species, C3H10N3 in total, with properties calculated with ωB97M-V/def2-TZVPD.

Gap between HOMO and LUMO ... 9.39 eV
E_HOMO ... -12.93 eV

```
! RIJCOSX wB97M-V def2-TZVPD def2/J DEFGRID3
* xyz 1 1
C 0.25 -0.30 1.84
C -0.50 -0.08 0.75
N -1.23 -1.00 0.09
N 0.86 0.84 2.53
H 0.47 -1.26 2.27
H -0.55 0.94 0.36
H -1.31 -0.90 -0.92
H -1.03 -1.95 0.36
H 1.89 0.80 2.53
H 0.56 0.96 3.50
H 0.61 1.71 2.05
C 0.37 0.11 -2.96
N -0.78 -0.40 -2.84
H 1.13 -0.15 -2.23
H 0.69 0.74 -3.79
H -1.42 -0.05 -3.55
*
```

---

Which of them is most stable, and which least? Most stable: (x); least stable: (w).